Record 1
Computed, not measured: the molecule C17H29N5O7, with ωB97M-V/def2-TZVPD.

For the energy above the lowest of the compared OMol25 structures with the same formula, charge and spin, the calculation gives 7.1 kcal/mol. The total energy comes out at -1465.666756 a.u. For the LUMO energy, the calculation gives 0.5 eV. As for the SMILES: COCCOCC(=O)NC[C@@]1(OC)CCN(C(=O)CCCn2c(O)nnc2O)C1. The largest force on an atom is 0.77 eV/A. The calculation puts the molar mass at 415.45 u.

The geometry in XYZ format:
```
58
C17H29N5O7 (ωB97M-V/def2-TZVPD)
C 0.7490 -7.6486 -2.2628
O 0.1075 -6.4796 -1.8107
C -0.4766 -5.7567 -2.8657
C -1.0892 -4.4916 -2.3297
O -0.0384 -3.6093 -1.9220
C -0.4480 -2.3571 -1.3453
C -1.8871 -1.9778 -1.7028
O -2.8441 -2.2608 -1.0038
N -1.9418 -1.3385 -2.8879
C -3.1417 -0.9724 -3.5916
C -3.6921 -2.0442 -4.5558
O -4.3637 -3.0923 -3.8841
C -5.4346 -2.7183 -3.0311
C -4.5220 -1.3393 -5.6444
C -3.4699 -0.8821 -6.6542
N -2.4599 -1.9406 -6.5762
C -1.5182 -2.0827 -7.5175
O -1.3766 -1.2408 -8.4097
C -0.7055 -3.3720 -7.5261
C 0.6637 -3.2018 -8.1784
C 1.7525 -2.8154 -7.1759
N 1.2992 -1.8282 -6.2098
C 1.0155 -2.0272 -4.8978
O 1.2576 -3.1994 -4.3195
N 0.4869 -0.9676 -4.3635
N 0.3777 -0.0081 -5.3690
C 0.8549 -0.5407 -6.4439
O 0.9564 0.0169 -7.6543
C -2.6096 -2.7535 -5.3772
H 1.1687 -8.1484 -1.3931
H 0.0422 -8.3252 -2.7585
H 1.5572 -7.4119 -2.9650
H 0.2743 -5.5233 -3.6335
H -1.2714 -6.3470 -3.3449
H -1.7133 -4.0320 -3.0997
H -1.7279 -4.7233 -1.4740
H -0.3914 -2.4427 -0.2592
H 0.2530 -1.6002 -1.6958
H -1.0516 -1.1180 -3.3395
H -3.9216 -0.7164 -2.8742
H -2.9180 -0.0696 -4.1620
H -6.0075 -3.6246 -2.8478
H -5.0668 -2.3338 -2.0786
H -6.0904 -1.9832 -3.5089
H -5.1970 -2.0690 -6.0958
H -5.1120 -0.5060 -5.2628
H -3.8470 -0.8071 -7.6724
H -3.0273 0.0831 -6.3962
H -0.6184 -3.8064 -6.5290
H -1.3108 -4.0695 -8.1133
H 0.9709 -4.1371 -8.6484
H 0.5863 -2.4580 -8.9699
H 2.0569 -3.6831 -6.5921
H 2.6312 -2.4284 -7.6905
H 0.8683 -3.2324 -3.4079
H 0.1396 -0.2119 -8.1491
H -1.6679 -2.8274 -4.8350
H -2.9732 -3.7587 -5.6038
```

Record 2
Computed, not measured: the molecule C17H29N5O7, with ωB97M-V/def2-TZVPD.

For the energy above the lowest of the compared OMol25 structures with the same formula, charge and spin, the calculation gives 11.5 kcal/mol. The total energy comes out at -1465.659776 a.u. For the LUMO energy, the calculation gives 0.6 eV. As for the SMILES: COCCOCC(=O)NC[C@@]1(OC)CCN(C(=O)CCCn2c(O)nnc2O)C1. The largest force on an atom is 0.71 eV/A. The calculation puts the molar mass at 415.45 u.

The geometry in XYZ format:
```
58
C17H29N5O7 (ωB97M-V/def2-TZVPD)
C 0.4730 4.3356 3.9641
O 1.2298 3.2807 3.4188
C 0.6452 2.7615 2.2504
C 1.4666 1.6060 1.7480
O 1.3139 0.5072 2.6533
C 2.1207 -0.6561 2.3896
C 2.6322 -0.7195 0.9506
O 3.7525 -0.3667 0.6325
N 1.6895 -1.1745 0.0924
C 1.8892 -1.3045 -1.3318
C 1.5015 -0.0662 -2.1615
O 2.3764 1.0222 -1.9654
C 3.7253 0.8210 -2.3554
C 1.3045 -0.4917 -3.6266
C -0.1096 -1.0817 -3.6523
N -0.7836 -0.4158 -2.5349
C -2.0649 -0.7216 -2.2189
O -2.6940 -1.5538 -2.8534
C -2.6616 0.0395 -1.0424
C -3.9457 -0.5883 -0.4996
C -3.8798 -0.7905 1.0137
N -2.7441 -1.6419 1.3626
C -1.4935 -1.2601 1.7652
O -1.2767 -0.0277 2.2044
N -0.6309 -2.2205 1.6357
N -1.3238 -3.3223 1.1115
C -2.5421 -2.9349 0.9620
O -3.5742 -3.6438 0.4945
C 0.1138 0.4591 -1.8048
H 0.9897 4.6815 4.8562
H 0.3826 5.1687 3.2566
H -0.5339 4.0010 4.2401
H -0.3881 2.4422 2.4462
H 0.6121 3.5265 1.4611
H 1.1376 1.3313 0.7434
H 2.5187 1.8958 1.6940
H 2.9956 -0.6209 3.0395
H 1.5093 -1.5264 2.6214
H 0.8724 -1.6111 0.5143
H 2.9348 -1.5471 -1.5302
H 1.2888 -2.1510 -1.6692
H 4.2030 1.7970 -2.3094
H 4.2434 0.1484 -1.6709
H 3.7915 0.4473 -3.3820
H 1.3663 0.4013 -4.2516
H 2.0488 -1.2084 -3.9742
H -0.6339 -0.8888 -4.5881
H -0.1192 -2.1631 -3.4993
H -1.9144 0.0915 -0.2516
H -2.8122 1.0771 -1.3527
H -4.8220 0.0124 -0.7434
H -4.0933 -1.5560 -0.9791
H -3.7366 0.1480 1.5480
H -4.7893 -1.2600 1.3859
H -0.3162 0.0911 2.4457
H -3.2308 -4.5024 0.2135
H -0.0610 0.4230 -0.7321
H 0.0464 1.5004 -2.1345
```

Record 3
Computed, not measured: the molecule C17H29N5O7, with ωB97M-V/def2-TZVPD.

For the energy above the lowest of the compared OMol25 structures with the same formula, charge and spin, the calculation gives 14.9 kcal/mol. The total energy comes out at -1465.654365 a.u. For the LUMO energy, the calculation gives 0.5 eV. As for the SMILES: COCCOCC(=O)NC[C@@]1(OC)CCN(C(=O)CCCn2c(O)nnc2O)C1. The largest force on an atom is 0.29 eV/A. The calculation puts the molar mass at 415.45 u.

The geometry in XYZ format:
```
58
C17H29N5O7 (ωB97M-V/def2-TZVPD)
C -3.4822 2.1467 -4.0634
O -3.0422 1.2808 -3.0344
C -3.7181 0.0345 -3.0385
C -3.0011 -0.9564 -2.1615
O -2.9225 -0.4475 -0.8378
C -2.7156 -1.4133 0.1541
C -1.3193 -1.3113 0.7585
O -0.3202 -1.3169 0.0644
N -1.2882 -1.3100 2.1140
C -0.0703 -1.4242 2.8844
C 0.4449 -0.0857 3.4377
O -0.6124 0.7036 3.9514
C -1.2333 0.1944 5.1123
C 1.5826 -0.3337 4.4346
C 2.7922 -0.5929 3.5442
N 2.4902 0.1728 2.3369
C 3.4459 0.3089 1.3838
O 4.5261 -0.2513 1.5000
C 3.1178 1.1445 0.1672
C 2.5237 0.2896 -0.9530
C 2.4166 1.1005 -2.2392
N 1.5433 0.4786 -3.2163
C 0.1829 0.6000 -3.2844
O -0.4314 1.4468 -2.4680
N -0.3316 -0.1756 -4.1865
N 0.7421 -0.8850 -4.7545
C 1.8038 -0.4758 -4.1525
O 3.0689 -0.8738 -4.3633
C 1.1416 0.7279 2.3405
H -2.9158 3.0706 -3.9742
H -3.2999 1.7023 -5.0461
H -4.5485 2.3640 -3.9523
H -4.7441 0.1906 -2.6850
H -3.7465 -0.3689 -4.0569
H -3.5750 -1.8904 -2.1812
H -1.9994 -1.1509 -2.5526
H -3.4758 -1.2756 0.9307
H -2.8154 -2.4327 -0.2341
H -2.1509 -1.1575 2.6061
H -0.2448 -2.1248 3.7041
H 0.6930 -1.8561 2.2362
H -2.0204 0.8955 5.3800
H -1.6858 -0.7911 4.9483
H -0.5337 0.1152 5.9491
H 1.7243 0.5778 5.0196
H 1.3879 -1.1582 5.1205
H 3.7310 -0.2590 3.9840
H 2.9132 -1.6521 3.3019
H 2.4320 1.9582 0.4151
H 4.0624 1.5832 -0.1571
H 3.1504 -0.5891 -1.1207
H 1.5310 -0.0669 -0.6730
H 1.9932 2.0835 -2.0289
H 3.3943 1.2469 -2.6985
H -1.4083 1.3566 -2.6073
H 3.0350 -1.5412 -5.0607
H 0.6527 0.6105 1.3741
H 1.1299 1.7834 2.6281
```

Record 4
Computed, not measured: a structure of composition C17H30BrCaN9O5S, with ωB97M-V/def2-TZVPD.

For the energy above the lowest of the compared OMol25 structures with the same formula, charge and spin, the calculation gives 8.3 kcal/mol. The total energy comes out at -5184.814607 a.u. The net charge is -2. For the LUMO energy, the calculation gives 4.5 eV. The largest force on an atom is 0.66 eV/A. The calculation puts the molar mass at 592.53 u.

The geometry in XYZ format:
```
64
C17H30BrCaN9O5S (ωB97M-V/def2-TZVPD)
Ca -0.3048 0.0756 -0.1707
C 0.1802 5.1644 -3.0141
C -0.0479 3.6929 -3.2183
C 0.2203 3.0571 -4.4227
C 0.0365 1.6880 -4.5447
C -0.4150 1.0132 -3.4256
Br -0.6436 -0.8707 -3.4535
N -0.6950 1.5938 -2.2849
C -0.5126 2.8997 -2.1733
H 0.4777 5.6506 -3.9448
H 0.9686 5.3312 -2.2771
H -0.7208 5.6588 -2.6456
H 0.5874 3.6310 -5.2677
H 0.2499 1.1541 -5.4592
H -0.7261 3.3111 -1.1907
C 0.1131 -2.4092 5.1659
N -0.5412 -2.3223 3.8753
C -1.9590 -2.0513 4.0089
C 0.1490 -1.5581 2.8929
N -0.3435 -0.5465 2.2939
N 1.4245 -2.0260 2.6799
C 2.0818 -1.9170 1.3103
N 3.4854 -2.1773 1.6004
N 1.5415 -1.7844 0.2256
H -0.3397 -3.2119 5.7541
H 0.0041 -1.4711 5.7387
H 1.1744 -2.6140 5.0504
H -2.4147 -2.8633 4.5814
H -2.4509 -1.9776 3.0382
H -2.1556 -1.1102 4.5517
H -1.2987 -0.3595 2.5939
H 1.4498 -3.0043 2.9399
H 3.7847 -1.5861 2.3700
H 4.0014 -1.9275 0.7665
H 2.1335 0.0765 -1.0209
O -4.4319 -0.9741 -0.5590
S -3.2792 -0.6808 0.2877
O -3.6439 -0.6595 1.7262
O -2.7099 0.6885 -0.0585
O -2.1559 -1.6318 0.0533
C -2.2962 2.1246 4.5977
C -3.0744 2.0847 3.2961
N -2.1756 2.1038 2.1733
C -0.8996 2.5539 2.1768
N -0.2148 2.4763 1.0789
C 1.1469 2.9912 1.0534
C 1.8122 2.9512 2.4181
C 0.9073 3.6388 3.4205
N -0.3984 3.0199 3.3893
C -1.2738 3.2428 4.5126
H -1.7688 1.1784 4.7430
H -2.9664 2.2847 5.4464
H -3.7634 2.9454 3.2726
H -3.6758 1.1770 3.2105
H -2.4705 1.6278 1.2946
H 1.1428 4.0362 0.6915
H 1.7006 2.3960 0.3210
H 2.7918 3.4374 2.3921
H 1.9488 1.9079 2.7164
H 0.8451 4.7179 3.1969
H 1.2946 3.5444 4.4412
H -1.7893 4.2177 4.4465
H -0.6554 3.2700 5.4157
O 1.6096 0.8704 -1.1185
```